{
  "formula": "C33H44BrN4O2Ti",
  "method": "the ωB97M-V functional and the def2-TZVPD basis",
  "e_tot_ha": -5076.03266,
  "charge": 3,
  "relative_energy_kcal_mol": 6.7,
  "homo_lumo_gap_ev": 5.31,
  "lumo_energy_ev": -11.07,
  "elements": ["Ti", "C", "N", "C", "C", "C", "N", "C", "C", "H", "H", "H", "H", "H", "H", "H", "H", "H", "H", "H", "H", "H", "H", "H", "H", "C", "C", "C", "C", "C", "C", "C", "C", "N", "C", "C", "C", "C", "N", "C", "C", "C", "C", "C", "C", "C", "C", "H", "H", "H", "H", "H", "H", "H", "H", "H", "H", "H", "H", "H", "H", "H", "H", "H", "H", "H", "H", "H", "H", "H", "H", "Br", "C", "C", "C", "C", "C", "C", "C", "O", "O", "H", "H", "H", "H"],
  "positions_angstrom": [[0.003, 0.783, 0.346], [-1.983, 0.641, -2.193], [-1.642, 1.408, -0.963], [-1.440, 2.829, -1.370], [-2.817, 1.334, -0.045], [-2.881, -0.055, 0.545], [-1.587, -0.403, 1.220], [-1.404, -1.874, 1.083], [-1.728, -0.083, 2.671], [-3.006, 0.872, -2.496], [-1.909, -0.432, -2.031], [-1.327, 0.926, -3.006], [-2.313, 3.177, -1.927], [-0.567, 2.914, -2.018], [-1.321, 3.471, -0.501], [-3.738, 1.537, -0.593], [-2.719, 2.085, 0.736], [-3.073, -0.784, -0.240], [-3.702, -0.127, 1.259], [-2.326, -2.387, 1.365], [-0.618, -2.221, 1.743], [-1.166, -2.139, 0.050], [-2.509, -0.711, 3.105], [-2.001, 0.959, 2.812], [-0.805, -0.292, 3.202], [1.608, 0.754, 4.016], [1.515, -0.729, 3.809], [1.568, -1.548, 4.929], [1.609, -2.926, 4.807], [1.605, -3.498, 3.547], [1.557, -2.726, 2.395], [1.557, -3.447, 1.068], [1.484, -1.319, 2.535], [1.431, -0.544, 1.310], [2.515, -0.566, 0.597], [3.841, -1.000, 1.105], [2.412, -0.143, -0.830], [3.581, -0.363, -1.715], [1.278, 0.337, -1.236], [1.165, 0.710, -2.639], [1.676, 1.920, -3.155], [2.483, 2.920, -2.370], [1.496, 2.167, -4.512], [0.894, 1.244, -5.349], [0.482, 0.024, -4.841], [0.620, -0.265, -3.491], [0.267, -1.645, -2.992], [1.116, 1.050, 4.942], [1.172, 1.313, 3.202], [2.657, 1.050, 4.100], [1.597, -1.090, 5.910], [1.661, -3.546, 5.692], [1.652, -4.576, 3.446], [0.851, -4.276, 1.095], [2.538, -3.888, 0.880], [1.299, -2.814, 0.220], [3.835, -1.132, 2.182], [4.592, -0.249, 0.842], [4.160, -1.937, 0.641], [3.968, -1.376, -1.587], [4.394, 0.318, -1.445], [3.333, -0.200, -2.759], [2.282, 2.906, -1.312], [2.297, 3.927, -2.743], [3.550, 2.731, -2.517], [1.872, 3.096, -4.921], [0.779, 1.461, -6.403], [0.060, -0.724, -5.500], [-0.641, -2.015, -3.467], [0.147, -1.691, -1.908], [1.065, -2.340, -3.267], [4.878, 5.413, 3.079], [3.008, 5.167, 2.972], [2.141, 6.031, 3.641], [0.765, 5.834, 3.578], [0.240, 4.777, 2.863], [1.115, 3.921, 2.182], [2.506, 4.123, 2.228], [0.642, 2.779, 1.454], [-0.562, 2.325, 1.461], [1.415, 2.050, 0.719], [2.547, 6.855, 4.213], [0.100, 6.515, 4.091], [-0.828, 4.608, 2.823], [3.167, 3.453, 1.699]],
  "mulliken_charge": [-0.501, -1.278, 0.482, -0.903, -0.690, -1.108, 1.330, -1.073, -1.237, 0.389, 0.347, 0.414, 0.551, 0.119, 0.318, 0.614, 0.394, 0.515, 0.366, 0.539, 0.129, 0.302, 0.547, 0.469, 0.070, -0.731, 0.403, -0.792, -1.115, -1.077, 1.741, -1.774, -1.228, 2.168, 0.994, -2.083, 0.938, -1.877, 1.911, -1.602, 1.449, -1.567, -0.978, -1.111, -0.822, 1.429, -1.769, 0.565, -0.485, 0.477, 0.524, 0.478, 0.560, 0.564, 0.414, 0.033, 0.433, 0.586, 0.424, 0.540, 0.409, 0.429, -0.125, 0.612, 0.397, 0.533, 0.481, 0.551, 0.568, -0.026, 0.380, -0.090, -0.538, -0.272, -1.008, -0.377, 0.766, -0.173, 0.204, -0.506, 0.044, 0.476, 0.470, 0.575, 0.491]
}


{
  "formula": "C2HO2P",
  "method": "the ωB97M-V functional and the def2-TZVPD basis",
  "e_tot_ha": -568.59285,
  "relative_energy_kcal_mol": 9.6,
  "smiles": "O=C=O.C#P",
  "homo_lumo_gap_ev": 9.93,
  "lumo_energy_ev": -0.20,
  "elements": ["C", "C", "O", "O", "P", "H"],
  "positions_angstrom": [[-2.154, -0.259, 0.054], [2.114, 0.091, -0.318], [-2.094, 0.634, 0.774], [-2.260, -1.195, -0.620], [2.616, -0.031, 1.204], [1.779, 0.760, -1.095]],
  "mulliken_charge": [0.700, -0.226, -0.346, -0.363, -0.070, 0.306]
}


{
  "formula": "BrF18Mg7V2",
  "method": "the ωB97M-V functional and the def2-TZVPD basis",
  "e_tot_ha": -7661.44035,
  "charge": -1,
  "s_squared": 12.008,
  "homo_lumo_gap_ev": [5.44, 5.43],
  "multiplicity": 7,
  "lumo_energy_ev": [-1.42, -1.43],
  "elements": ["Mg", "Mg", "Mg", "Mg", "Mg", "Mg", "Mg", "V", "V", "F", "F", "F", "F", "F", "F", "F", "F", "F", "F", "F", "F", "F", "F", "F", "F", "F", "F", "Br"],
  "positions_angstrom": [[0.190, -3.907, -3.047], [1.188, -2.686, 3.150], [4.488, 1.737, 0.037], [-2.170, 0.758, 0.960], [1.425, -1.889, -0.495], [-3.102, 3.504, 2.330], [1.975, 1.188, -0.975], [-0.566, 0.958, -1.918], [-4.000, -0.730, -2.589], [1.875, -2.972, -1.928], [-2.454, 1.403, 2.663], [5.377, 2.531, 1.102], [-1.912, -0.262, -2.090], [1.075, -4.490, 4.118], [-4.245, 4.236, 3.532], [0.586, -3.973, -4.795], [0.134, 1.081, 0.303], [1.300, 2.201, -2.272], [3.292, -0.037, -0.265], [-3.626, 0.175, -4.011], [1.036, -0.253, -1.812], [0.892, -2.154, 1.538], [3.011, 2.850, -0.395], [-1.377, -0.865, 1.224], [1.946, -1.081, 3.638], [-3.236, 1.639, -0.245], [-1.901, 5.051, 2.754], [-1.202, -4.014, -0.513]],
  "mulliken_charge": [1.162, 1.108, 1.254, 1.200, 1.428, 1.262, 1.415, 1.071, 1.324, -0.644, -0.758, -0.686, -0.387, -0.795, -0.685, -0.663, -0.586, -0.656, -0.622, -0.646, -0.705, -0.279, -0.716, -0.478, -0.768, -0.772, -0.751, -0.626]
}


{
  "formula": "C34H44CoN6O8S3Se",
  "method": "the ωB97M-V functional and the def2-TZVPD basis",
  "e_tot_ha": -7231.32498,
  "charge": -2,
  "relative_energy_kcal_mol": 0.0,
  "s_squared": 3.792,
  "homo_lumo_gap_ev": [4.24, 6.32],
  "multiplicity": 4,
  "lumo_energy_ev": [3.91, 3.91],
  "elements": ["Co", "O", "C", "O", "C", "C", "C", "C", "C", "N", "C", "O", "O", "H", "H", "H", "C", "C", "S", "C", "C", "S", "H", "H", "H", "H", "H", "H", "C", "C", "C", "C", "N", "C", "Se", "N", "C", "C", "C", "C", "C", "C", "C", "C", "C", "C", "H", "H", "H", "H", "H", "H", "H", "H", "H", "H", "H", "H", "H", "H", "H", "H", "H", "H", "H", "H", "H", "H", "C", "C", "S", "O", "O", "C", "C", "N", "C", "N", "C", "C", "N", "O", "O", "C", "H", "H", "H", "H", "H", "H", "H", "H", "H", "H", "H", "H", "H"],
  "positions_angstrom": [[-1.330, 1.345, 0.225], [1.432, 1.051, 3.116], [0.467, 1.122, 2.359], [0.408, 0.842, 1.118], [-0.890, 1.505, 2.939], [-1.215, 1.734, 4.262], [-2.546, 1.999, 4.574], [-3.512, 2.025, 3.573], [-3.105, 1.790, 2.272], [-1.832, 1.544, 2.009], [-3.963, 1.778, 1.011], [-5.167, 1.959, 1.101], [-3.273, 1.553, -0.050], [-0.431, 1.705, 5.006], [-2.832, 2.183, 5.603], [-4.557, 2.222, 3.766], [3.606, 4.008, 0.513], [2.237, 3.526, 0.049], [2.196, 2.194, -0.963], [1.101, 4.236, 0.479], [1.280, 5.550, 1.223], [-0.529, 3.795, 0.305], [4.354, 3.282, 0.205], [3.651, 4.119, 1.599], [3.865, 4.973, 0.069], [2.263, 5.996, 1.094], [1.113, 5.399, 2.294], [0.527, 6.260, 0.881], [3.194, -3.173, -2.486], [2.006, -3.653, -1.658], [0.844, -2.663, -1.619], [1.114, -1.383, -0.835], [1.553, -1.630, 0.533], [0.736, -1.972, 1.553], [-1.073, -2.293, 1.457], [1.487, -1.981, 2.687], [0.944, -2.125, 4.025], [0.537, -3.557, 4.363], [1.635, -4.603, 4.186], [2.829, -4.422, 5.117], [2.772, -1.546, 2.396], [3.875, -1.308, 3.198], [5.020, -0.831, 2.580], [5.051, -0.584, 1.205], [3.942, -0.813, 0.407], [2.808, -1.315, 1.024], [3.966, -3.942, -2.556], [3.656, -2.289, -2.050], [2.880, -2.916, -3.500], [2.330, -3.868, -0.635], [1.641, -4.599, -2.070], [-0.033, -3.148, -1.184], [0.581, -2.365, -2.639], [0.224, -0.765, -0.780], [1.882, -0.773, -1.308], [0.077, -1.463, 4.107], [1.704, -1.753, 4.712], [-0.313, -3.816, 3.729], [0.186, -3.563, 5.400], [1.972, -4.590, 3.146], [1.196, -5.590, 4.358], [3.404, -3.534, 4.864], [3.510, -5.273, 5.059], [2.501, -4.326, 6.156], [3.836, -1.428, 4.271], [5.894, -0.616, 3.180], [5.947, -0.176, 0.757], [3.950, -0.553, -0.640], [-4.342, 2.058, -2.862], [-5.077, 1.936, -4.184], [-5.000, 0.339, -4.966], [-5.884, 0.413, -6.115], [-5.242, -0.690, -3.976], [-3.341, 0.170, -5.607], [-2.341, -0.569, -4.725], [-1.689, 0.271, -3.738], [-1.791, 0.088, -2.391], [-1.109, 1.011, -1.743], [-0.545, 1.847, -2.691], [-0.872, 1.384, -3.939], [-0.501, 1.853, -5.178], [-0.755, 1.127, -6.223], [0.124, 2.956, -5.233], [-2.604, -0.994, -1.776], [-4.627, 2.982, -2.362], [-3.263, 2.086, -2.995], [-4.589, 1.241, -2.187], [-4.706, 2.630, -4.939], [-6.155, 2.080, -4.081], [-2.973, 1.159, -5.873], [-3.494, -0.379, -6.536], [-1.594, -1.013, -5.379], [-2.860, -1.355, -4.179], [0.078, 2.684, -2.436], [-3.633, -0.972, -2.140], [-2.613, -0.860, -0.699], [-2.186, -1.981, -1.985]],
  "mulliken_charge": [-0.527, -0.843, 0.071, -0.521, 0.152, -0.594, -0.347, -0.670, 0.687, 1.137, -0.178, -0.794, -0.608, 0.555, 0.407, 0.535, -1.767, 0.581, -0.187, 0.659, -1.655, -0.402, 0.375, 0.339, 0.361, 0.405, 0.262, 0.388, -1.123, -0.566, -0.640, 0.010, 1.707, -0.930, -0.224, 1.327, -1.267, -0.635, -0.276, -1.044, 0.839, -1.079, -0.984, -1.127, -0.766, 0.957, 0.387, 0.199, 0.328, 0.143, 0.457, 0.191, 0.504, -1.125, 0.591, 0.087, 0.670, 0.114, 0.560, 0.104, 0.433, 0.177, 0.384, 0.283, 0.443, 0.354, 0.404, 0.477, -0.442, -0.858, 1.351, -0.752, -0.658, -0.999, -1.052, 0.790, 0.569, 1.516, -1.546, -0.782, 0.912, -0.827, -0.832, -1.607, 0.580, -0.066, 0.101, 0.410, 0.423, 0.479, 0.429, 0.446, 0.613, 0.942, 0.518, -0.192, 0.365]
}


{
  "formula": "C4H7NO",
  "method": "the ωB97M-V functional and the def2-TZVPD basis",
  "e_tot_ha": -286.45374,
  "relative_energy_kcal_mol": 111.6,
  "homo_lumo_gap_ev": [9.03, 8.92],
  "lumo_energy_ev": [-0.36, -0.16],
  "elements": ["C", "C", "C", "N", "C", "O", "H", "H", "H", "H", "H", "H", "H"],
  "positions_angstrom": [[1.422, -0.688, -0.110], [0.103, 0.025, -0.252], [-0.198, 1.302, 0.416], [-0.288, 0.582, -1.465], [-1.083, -0.734, 0.428], [-2.193, -0.827, -0.021], [1.420, -1.591, -0.726], [2.252, -0.045, -0.410], [1.559, -0.958, 0.944], [-0.773, 1.225, 1.357], [-0.132, 2.290, 0.004], [-1.291, 0.528, -1.594], [-0.798, -1.108, 1.429]],
  "mulliken_charge": [-1.248, 1.462, -1.038, -0.799, -0.215, -0.484, 0.328, 0.364, 0.325, 0.281, 0.339, 0.309, 0.377]
}


{
  "formula": "C5H11NO",
  "method": "the ωB97M-V functional and the def2-TZVPD basis",
  "e_tot_ha": -327.06802,
  "relative_energy_kcal_mol": 39.7,
  "smiles": "C[C@H]1C[C@H](O)N1C",
  "homo_lumo_gap_ev": 9.56,
  "lumo_energy_ev": 1.04,
  "elements": ["C", "C", "C", "N", "C", "C", "O", "H", "H", "H", "H", "H", "H", "H", "H", "H", "H", "H"],
  "positions_angstrom": [[-0.990, -1.663, 0.096], [-0.639, -0.400, -0.677], [-1.217, 0.903, -0.081], [0.711, 0.154, -0.486], [1.830, -0.632, -0.032], [0.240, 1.286, 0.263], [0.737, 2.489, -0.275], [-0.863, -1.529, 1.177], [-2.037, -1.927, -0.091], [-0.369, -2.510, -0.220], [-0.862, -0.559, -1.741], [0.308, 3.214, 0.197], [-1.675, 1.579, -0.807], [-1.884, 0.763, 0.775], [1.622, -1.239, 0.867], [2.167, -1.307, -0.827], [2.658, 0.045, 0.201], [0.476, 1.240, 1.344]],
  "mulliken_charge": [-1.508, 0.199, -0.704, -0.041, -0.953, -0.071, -0.503, 0.367, 0.385, 0.347, 0.309, 0.307, 0.283, 0.252, 0.343, 0.277, 0.351, 0.359]
}